(1)
65
Properties=species:S:1:pos:R:3:lowdin_charge:R:1 method="wB97M-V/def2-TZVPD" multiplicity=5 homo_ev="-6.3588 / -6.4028"
C 5.08 -0.67 -1.20 -0.028
H -3.02 -0.48 4.13 0.095
H 0.93 3.94 -1.09 0.053
C 4.47 -5.71 0.38 -0.100
C 4.66 -4.74 -0.58 -0.096
H 5.51 -1.58 -1.64 0.084
H -0.62 3.38 -0.45 0.041
O 1.83 -0.79 0.28 -0.256
H 4.71 -2.79 0.54 0.056
C 2.97 3.39 0.65 -0.101
H -7.76 3.38 -6.00 0.101
C -6.22 1.63 -3.55 -0.013
C 2.11 2.17 0.57 -0.231
C 0.89 -3.10 -0.25 -0.035
C 2.17 -4.06 -0.43 -0.104
C -6.45 2.50 -2.48 -0.197
Pm 0.02 0.22 0.04 0.600
H 0.02 2.66 -1.90 0.044
C 0.13 0.53 4.87 -0.016
H 3.45 -1.95 1.47 0.101
H 1.14 -5.38 0.83 0.102
H 3.01 -6.75 1.52 0.102
C 4.34 -1.82 0.86 -0.022
C 3.53 -3.91 -1.03 -0.012
Cl 0.13 -0.26 -2.24 0.027
C 0.97 2.01 -0.10 -0.512
C -0.98 0.02 2.77 -0.283
C 3.17 -5.97 0.79 -0.070
N 4.02 -1.00 -0.28 -0.157
O -5.34 1.19 -0.82 0.021
H 2.64 0.08 -1.36 0.106
C -6.69 1.95 -4.81 -0.074
C 2.08 -5.18 0.39 -0.068
C -7.63 4.00 -3.95 -0.085
H 3.00 3.79 1.67 0.069
H 0.94 0.77 4.19 0.089
H 3.86 -3.11 -1.69 0.088
O 0.04 0.27 2.11 -0.174
H 2.64 4.19 0.00 0.054
H -5.67 0.72 -3.36 0.121
Cl -2.11 1.10 0.03 0.084
H 2.48 1.34 1.17 0.069
N -1.02 0.11 4.10 -0.164
H -1.91 -0.27 2.29 0.100
H 5.88 -0.13 -0.69 0.097
H -6.20 2.95 -0.36 0.122
C -7.39 3.13 -5.01 -0.083
H -0.12 1.42 5.46 0.098
N -0.06 -2.32 -0.13 0.048
C 0.30 3.06 -0.93 -0.167
H -6.51 1.28 -5.64 0.104
H -8.18 4.92 -4.11 0.101
H 4.70 -0.05 -2.00 0.100
H -7.33 4.36 -1.86 0.109
C -2.24 -0.20 4.83 -0.034
H 4.01 3.17 0.39 0.062
H 5.72 -4.55 -0.84 0.117
H -2.07 -1.02 5.52 0.094
H -2.57 0.67 5.39 0.095
H 5.31 -6.27 0.83 0.117
H 0.45 -0.26 5.55 0.096
C -7.16 3.69 -2.69 -0.043
C -5.96 2.19 -1.13 -0.225
C 2.78 -0.53 -0.48 -0.314
H 5.12 -1.34 1.46 0.101

(2)
91
Properties=species:S:1:pos:R:3:lowdin_charge:R:1 method="wB97M-V/def2-TZVPD" homo_ev=-9.6094
C 1.99 1.38 0.65 -0.128
O 4.08 -0.79 2.80 0.030
Cl -0.01 10.52 -1.15 0.506
Cl -9.65 -0.63 0.62 0.514
Cl 3.00 -4.99 -1.35 0.535
C 2.16 0.29 -0.56 -0.180
H -3.98 -2.75 -1.93 0.136
Cl 6.53 -3.97 3.45 0.529
Cl 10.60 -2.12 8.32 0.513
H -10.05 0.82 2.44 0.019
Cl -9.84 -1.30 3.44 0.499
H 2.22 -0.83 -0.22 0.020
Cl -2.35 3.75 -5.28 0.503
H -4.13 -0.49 4.00 0.023
H -7.81 -3.16 -3.87 0.107
O -5.89 -2.61 -2.88 -0.261
C 1.93 0.75 2.16 -0.032
H 8.36 -1.51 7.95 -0.041
Cl 1.66 -3.00 0.30 0.593
C -1.86 2.40 -6.31 -1.504
H -1.52 -0.15 -4.35 0.046
Cl -6.37 -0.48 3.27 0.508
C 0.74 0.80 3.05 -0.379
H 2.09 11.53 -0.77 0.017
Cl -0.66 4.03 -1.92 0.519
C -2.20 -2.36 -4.31 -0.201
C 3.02 -0.04 3.09 -0.156
Cl -2.23 6.33 -2.75 0.513
O 2.57 0.21 4.50 -0.030
H -2.34 -2.98 -5.31 0.122
C 0.08 -0.80 -2.00 -0.183
H 0.97 1.98 0.49 0.101
H -6.28 -4.07 -4.53 0.100
H -1.89 5.52 -0.57 0.020
Cl -3.96 -0.47 1.65 0.503
Cl 2.47 -2.40 8.13 0.527
H 0.30 1.45 -1.51 0.052
H -1.91 -3.13 -3.48 0.082
C -3.68 -1.72 -3.94 -0.181
O 0.28 -0.36 5.47 0.030
H 3.20 0.55 -1.10 0.104
Cl 7.40 -1.96 5.37 0.522
C -6.64 -3.03 -4.08 -0.133
Cl -4.52 1.77 3.43 0.501
H 1.29 -5.32 0.24 0.022
H 0.42 -1.59 -1.18 0.018
Cl 4.88 -1.07 7.17 0.507
H -1.03 -0.47 -1.86 0.110
C 6.03 -2.91 4.77 -1.540
Cl 3.75 -0.27 -4.02 0.556
C 1.76 10.52 -1.04 -1.538
C 1.01 0.55 -1.75 -0.187
C 3.19 -0.85 7.65 -1.509
H -0.62 -1.33 -5.62 0.105
Cl -0.25 1.81 -5.85 0.543
Cl -3.05 1.09 -6.22 0.553
Cl 0.14 -4.52 -1.66 0.564
C 4.22 -1.07 -5.53 -1.512
H -4.20 -3.97 -3.37 0.126
C 1.49 -4.56 -0.52 -1.479
H -1.81 2.75 -7.34 0.020
Cl 0.09 6.70 -1.04 0.505
H 5.27 -2.21 4.39 -0.021
Cl 2.49 10.09 -2.59 0.515
Cl 3.09 -2.38 -5.92 0.533
H 2.84 2.20 0.56 0.135
H 0.50 -2.60 -3.35 0.056
Cl 8.80 -0.72 10.12 0.515
H -3.54 -0.73 -3.31 0.115
C 8.91 -1.90 8.80 -1.555
Cl 2.30 9.41 0.23 0.503
C -1.26 5.63 -1.45 -1.522
H 1.51 0.80 -2.80 0.073
H -6.50 -2.21 -4.92 0.090
H -1.01 2.76 3.36 -0.090
C -10.38 -0.19 2.17 -1.543
S -0.98 1.49 2.75 0.689
H -4.33 -1.47 -4.89 0.096
H 1.28 -1.02 -4.01 0.026
C -4.44 -2.88 -3.01 -0.221
C -4.67 0.02 3.19 -1.532
Cl 4.30 0.10 -6.86 0.522
Cl 5.30 -3.85 6.09 0.488
H 2.64 -0.46 6.80 -0.024
H 5.22 -1.51 -5.39 0.020
C 1.07 0.11 4.50 -0.213
Cl -12.15 -0.20 2.06 0.515
Cl 8.19 -3.44 9.28 0.512
Cl 3.08 0.33 8.98 0.528
C 0.29 -1.44 -3.52 -0.215
C -1.02 -1.21 -4.50 -0.241

(3)
60
Properties=species:S:1:pos:R:3:lowdin_charge:R:1 method="wB97M-V/def2-TZVPD" de_lowest_ev=0.117 homo_ev=-8.6695
H 4.97 -2.06 0.52 0.101
H 1.02 3.51 0.44 0.125
C 3.03 -0.21 -1.54 -0.038
C -0.55 -0.44 2.43 -0.088
H 1.46 0.24 2.77 0.104
H -2.07 -4.77 -1.02 0.108
H 2.37 -0.32 -2.39 0.115
C -3.37 1.48 0.44 -0.204
C 4.72 0.07 0.63 -0.089
H -3.07 2.89 2.04 0.122
H -1.65 -4.52 1.44 0.120
H -3.53 3.64 0.52 0.122
H 4.30 2.16 0.49 0.113
C -1.08 -2.95 -1.61 -0.177
N -2.23 -2.08 -1.69 0.074
C -0.78 -2.57 1.33 -0.243
N -0.60 2.25 0.41 0.079
H 3.05 3.17 -1.24 0.115
C -3.39 1.41 -1.09 -0.191
H -0.93 1.34 0.13 0.079
O -1.14 -0.23 -1.06 0.044
C 1.09 2.28 -1.35 -0.167
H -0.84 -3.34 -2.60 0.122
C 3.63 -1.32 -0.99 -0.094
H 1.06 -3.55 0.85 0.113
C 0.79 2.49 0.13 -0.162
H -2.48 1.86 -1.49 0.113
H -4.38 1.29 0.81 0.118
C 2.60 2.26 -1.63 -0.154
C -3.49 -0.03 -1.59 -0.101
C 4.48 -1.19 0.09 -0.121
C 4.11 1.18 0.07 -0.047
C -1.35 -1.45 1.92 -0.059
H -4.28 -0.56 -1.05 0.122
H 0.65 1.33 -1.66 0.091
C 0.83 -0.55 2.37 -0.084
O -1.10 4.39 0.91 0.036
H 2.48 -1.76 1.75 0.087
H 2.75 2.24 -2.72 0.117
H -2.42 -1.36 1.98 0.110
H -1.00 0.43 2.88 0.105
C 3.26 1.06 -1.02 -0.244
H -2.73 0.70 0.83 0.079
H -2.70 -3.28 0.76 0.106
H -3.73 -0.04 -2.65 0.123
H 0.62 3.08 -1.93 0.119
C -1.46 3.24 0.74 -0.504
H 1.39 1.78 0.72 0.105
C 1.40 -1.67 1.80 -0.067
C -2.17 -0.77 -1.41 -0.471
H -4.24 1.99 -1.47 0.118
C -1.67 -3.65 0.77 -0.153
C 0.60 -2.68 1.29 -0.040
C -2.92 2.84 0.96 -0.098
H 5.38 0.18 1.47 0.102
H -3.11 -2.50 -1.98 0.148
H -0.36 -4.69 -0.60 0.105
H -0.25 -2.32 -1.27 0.110
H 3.44 -2.30 -1.41 0.102
C -1.29 -4.11 -0.64 -0.179